Here is a cluster of 4 separate species, C41H74F6N5O9P in total at a distorted geometry from OMol25. Energies are from ωB97M-V/def2-TZVPD.

```
136
Properties=species:S:1:pos:R:3:forces:R:3:mulliken_spin:R:1
C 3.41894 -0.04684 4.56316 0.414 0.662 0.587 0.0116
C 2.88363 1.38586 4.27168 1.338 -1.595 0.484 0.0553
C 2.50659 1.96227 5.66593 -0.131 -0.173 -0.469 0.0203
C 4.06221 2.14060 3.61835 -0.208 0.321 -0.370 -0.0129
C 3.67302 3.31966 2.66460 -0.431 -0.207 1.814 0.0073
C 3.98097 3.10421 1.18854 -0.513 -2.279 2.661 -0.0013
O 4.06685 4.02647 0.49028 0.070 3.070 -2.707 0.0003
C 4.16017 1.71164 0.50679 0.393 0.904 -0.786 -0.0078
F 3.61917 0.69670 1.15479 -0.016 -0.838 0.846 0.0005
F 3.52527 1.79257 -0.67176 -0.415 0.156 -0.721 0.0001
C 5.64838 1.46383 0.15993 -0.726 -0.866 0.406 0.0016
F 6.08355 2.38767 -0.68727 0.013 0.782 -0.830 0.0000
F 6.36132 1.58150 1.27469 0.465 -0.166 0.839 0.0002
C 5.95736 0.08611 -0.47160 1.431 0.558 -0.748 -0.0004
F 5.18079 -0.18856 -1.53037 -0.793 0.191 -0.415 0.0003
F 5.83765 -0.87851 0.40612 -0.300 -0.758 0.974 -0.0001
C 7.44201 0.09558 -0.98475 -2.331 1.167 -1.588 0.0000
O 8.30810 -0.28204 -0.32969 2.829 -1.547 2.468 0.0000
O 7.64966 0.54982 -2.22311 -0.494 0.464 -0.497 0.0001
P 4.65944 4.82478 3.16404 1.833 0.813 -1.614 -0.0008
N 6.09019 4.81627 2.55028 -0.300 -0.069 0.464 0.0001
O 4.72721 4.87576 4.76866 -0.812 -0.060 -0.449 -0.0001
O 3.88828 6.17601 2.67197 -0.742 -0.965 0.603 0.0000
C 2.17229 3.68804 2.90819 0.710 -0.492 0.442 -0.0004
C 1.18172 2.51159 2.82800 -0.483 0.496 -2.445 0.0673
C -0.14300 2.98139 3.43970 0.130 0.533 0.021 0.0100
C 0.88455 2.26236 1.29862 0.088 -0.076 0.471 0.0334
N 1.71341 1.22004 3.38196 -1.259 2.120 1.794 0.2473
O 0.74729 0.60420 3.97136 0.448 -0.948 -0.484 0.5986
H 4.11088 -0.39369 3.79571 -0.350 -0.215 -0.132 -0.0048
H 4.00022 0.04099 5.48900 0.094 -0.165 -0.149 0.0000
H 2.61323 -0.74587 4.77723 -0.042 0.047 -0.275 0.0032
H 3.39434 2.36515 6.15546 -0.035 0.100 -0.134 0.0010
H 2.16905 1.12518 6.27748 -0.343 0.231 0.008 -0.0026
H 1.73519 2.72908 5.61319 0.043 -0.012 0.129 0.0006
H 4.70775 1.44934 3.07996 -0.121 0.018 0.015 0.0013
H 4.67387 2.50285 4.44466 -0.004 0.058 -0.120 -0.0004
H 6.87484 1.03747 -2.54233 0.076 -0.189 -0.137 -0.0001
H 6.17713 5.64073 1.96380 0.336 -0.221 -0.120 0.0000
H 5.52149 5.40825 4.94496 -0.020 -0.219 0.127 0.0000
H 3.31672 5.96620 1.91715 0.181 0.235 0.002 0.0003
H 2.12478 4.13559 3.90855 -0.008 0.016 -0.107 0.0012
H 1.89193 4.46257 2.19201 -0.297 -0.132 0.073 0.0036
H -0.36606 3.94938 2.96937 0.085 -0.098 0.005 -0.0008
H -0.09086 3.18222 4.51151 -0.036 -0.298 0.008 0.0007
H -0.97999 2.33927 3.18171 0.132 -0.262 0.239 -0.0015
H -0.18500 2.30644 1.08468 0.058 -0.059 0.072 -0.0285
H 1.37116 3.02638 0.68619 -0.013 -0.212 -0.119 -0.0014
H 1.23344 1.26740 1.02599 -0.017 0.128 -0.191 0.0058
C 8.49098 -0.66615 -8.57006 0.235 0.264 0.323 0.0117
C 7.25503 -1.52797 -8.24340 1.075 1.160 -1.514 0.0229
C 6.02064 -0.64219 -8.02813 -0.328 0.029 0.621 0.0214
C 5.98267 0.03687 -6.66221 -0.052 -0.027 -0.009 -0.0218
C 6.14716 -0.99870 -5.55398 -0.341 0.098 -0.404 0.0246
C 7.41827 -1.83788 -5.71303 1.276 0.907 1.434 0.0124
N 7.54194 -2.42092 -7.08395 -2.518 -0.230 0.128 0.3332
O 6.75483 -3.44677 -7.15869 0.522 -0.634 -0.089 0.5827
C 8.64088 -0.95994 -5.37141 0.171 0.290 -0.158 0.0315
C 7.43174 -2.92727 -4.63824 -0.277 -0.565 -0.270 -0.0065
C 7.02455 -2.31806 -9.53834 -0.153 -0.565 0.270 -0.0061
H 8.88115 -0.09918 -7.72956 -0.064 -0.028 0.030 0.0012
H 9.30757 -1.28792 -8.94231 -0.062 -0.065 0.053 -0.0056
H 8.25427 0.06391 -9.34581 -0.114 -0.117 -0.047 0.0002
H 5.11593 -1.25116 -8.12776 0.099 -0.131 0.020 0.0043
H 5.96185 0.11732 -8.81064 0.178 -0.133 -0.112 0.0006
H 6.75365 0.80997 -6.59617 0.034 -0.049 0.009 0.0004
H 5.02498 0.54929 -6.53827 0.042 0.019 -0.019 0.0020
H 6.15635 -0.49937 -4.58143 0.181 -0.127 0.048 0.0041
H 5.26932 -1.65406 -5.54778 0.090 -0.086 -0.077 0.0005
H 9.57347 -1.44572 -5.66349 -0.050 -0.021 -0.078 -0.0175
H 8.69640 -0.77650 -4.29826 -0.143 -0.155 0.009 0.0036
H 8.61020 0.03015 -5.82345 0.021 -0.061 -0.102 0.0017
H 6.54827 -3.56344 -4.67555 0.060 -0.025 -0.169 0.0000
H 7.45050 -2.47392 -3.64649 0.062 0.193 -0.110 0.0009
H 8.31546 -3.56120 -4.73210 -0.024 0.009 -0.039 -0.0020
H 7.84431 -3.01347 -9.72577 -0.033 -0.018 0.053 -0.0014
H 6.97329 -1.62899 -10.38222 0.065 0.141 0.124 0.0006
H 6.09268 -2.88010 -9.52118 0.052 -0.065 0.096 0.0005
C -4.66044 0.02236 -1.83572 -0.264 0.368 -0.187 0.0133
C -4.07074 0.04745 -0.41136 -0.689 -1.275 -1.694 0.0319
C -5.14907 -0.29380 0.62502 -0.194 0.454 0.483 0.0160
C -6.09437 0.86125 0.93244 0.008 0.005 0.077 -0.0221
C -5.29903 2.10373 1.31970 -0.062 -0.469 0.170 0.0243
C -4.27227 2.50474 0.25616 -0.979 1.598 -0.903 0.0261
N -3.40436 1.35767 -0.15332 -0.233 -0.674 2.403 0.3580
O -2.50975 1.18229 0.76523 0.811 0.209 -0.348 0.5618
C -5.01874 3.09532 -0.95914 -0.187 -0.152 -0.249 0.0155
C -3.43641 3.67394 0.78390 0.579 -0.266 0.261 -0.0263
C -3.07274 -1.11803 -0.42600 0.503 0.309 0.349 -0.0062
H -5.32737 0.84923 -2.06339 0.004 0.005 0.071 -0.0011
H -3.86496 0.03850 -2.58388 0.040 0.037 0.083 -0.0074
H -5.24058 -0.88815 -1.99281 0.102 -0.062 0.123 -0.0005
H -4.66979 -0.59510 1.56238 0.120 0.049 -0.058 0.0064
H -5.73299 -1.15503 0.29496 0.172 -0.036 -0.132 -0.0058
H -6.74712 1.06185 0.07766 0.044 0.033 -0.016 -0.0015
H -6.75145 0.57961 1.75824 -0.009 -0.051 -0.067 0.0082
H -5.98331 2.93633 1.50229 0.127 0.117 -0.137 -0.0007
H -4.79052 1.91662 2.27211 0.120 -0.040 -0.094 0.0050
H -4.35340 3.20512 -1.81745 0.017 -0.066 0.021 -0.0098
H -5.40885 4.08607 -0.72260 0.121 -0.013 0.151 0.0004
H -5.88648 2.51396 -1.26423 0.081 -0.071 -0.025 0.0014
H -2.93826 3.44125 1.72494 0.052 -0.131 -0.093 0.0062
H -4.07578 4.53626 0.97323 -0.149 -0.109 -0.114 -0.0002
H -2.67714 3.97422 0.05792 -0.001 -0.047 0.006 0.0023
H -2.24353 -0.91811 -1.10726 0.003 0.034 0.048 -0.0002
H -3.57456 -2.02338 -0.76943 -0.157 0.118 -0.047 0.0008
H -2.66513 -1.32746 0.56137 0.048 0.115 -0.005 0.0006
C -8.58678 -5.29047 1.53495 -0.465 -0.069 0.053 0.0089
C -7.78778 -4.23160 2.32054 0.065 -1.931 -1.090 0.0314
C -7.54348 -4.69902 3.76125 -0.260 0.359 0.560 0.0173
C -8.75810 -4.54476 4.67135 0.050 0.022 0.006 -0.0174
C -9.28140 -3.11350 4.61329 0.434 -0.222 0.147 0.0167
C -9.60507 -2.65916 3.18697 -2.089 -0.160 -0.011 0.0380
N -8.47202 -2.90795 2.24315 1.433 0.522 2.003 0.3361
O -7.58461 -1.98431 2.42684 0.038 0.505 -0.743 0.5752
C -10.88706 -3.37772 2.71380 -0.046 -0.335 -0.093 0.0116
C -9.99479 -1.17914 3.21085 0.562 0.360 -0.145 -0.0052
C -6.42644 -4.21962 1.61157 0.094 0.657 0.019 -0.0154
H -9.63040 -5.37529 1.82421 0.026 0.042 0.053 -0.0003
H -8.56872 -5.07270 0.46515 0.021 0.088 0.046 -0.0046
H -8.15090 -6.28068 1.67572 0.142 0.088 0.024 -0.0004
H -6.72069 -4.12097 4.19508 -0.022 0.105 -0.125 0.0034
H -7.21746 -5.74113 3.76780 0.028 0.030 -0.251 0.0005
H -9.53781 -5.26052 4.39621 -0.011 0.040 -0.034 -0.0012
H -8.47387 -4.78345 5.69918 -0.023 -0.031 -0.033 0.0018
H -10.17261 -3.02207 5.23894 -0.094 0.087 -0.173 -0.0001
H -8.53376 -2.44463 5.05366 0.040 0.020 -0.152 0.0024
H -11.04230 -3.24509 1.64173 0.070 -0.016 0.001 -0.0088
H -11.76210 -2.96966 3.22088 0.122 0.143 0.046 0.0003
H -10.90042 -4.44268 2.93758 0.075 0.002 -0.078 0.0008
H -9.21886 -0.54887 3.64380 0.094 -0.077 -0.126 0.0002
H -10.88872 -1.03699 3.81818 -0.018 -0.219 -0.012 0.0004
H -10.21279 -0.81363 2.20521 0.044 -0.025 0.003 0.0009
H -6.51786 -3.84276 0.59092 -0.014 0.037 0.037 0.0016
H -6.03419 -5.23558 1.55669 -0.176 -0.060 0.056 0.0003
H -5.68935 -3.61530 2.13782 -0.073 0.095 -0.026 0.0014
```
Forces are in eV/Å.

Computed properties:
* multiplicity: 5
* calculated total energy: -3497.8873 a.u.
* Kohn-Sham gap (alpha / beta): 8.55 / 8.94 eV
* HOMO level (alpha / beta): -8.50 / -9.06 eV